Entry from the OMol25 dataset: a cluster of 23 separate species, C69H161N23O23 in total (the ωB97M-V functional and the def2-TZVPD basis).

- Net charge: 0
- Energy relative to the best compared isomer or geometry (same formula, charge and spin): 915.8 kJ/mol
- HOMO-LUMO gap: 8.3 eV

Each line ends with the Mulliken charge.
CARTESIAN COORDINATES (ANGSTROEM)
C -0.49 6.16 1.69  -0.096
C -0.96 7.49 2.27  0.511
O -0.12 8.43 2.51  -0.785
N -2.24 7.72 2.38  0.135
C -2.87 8.96 2.74  -1.155
H 0.48 6.20 1.21  0.329
H -1.24 5.76 1.01  -0.190
H -0.38 5.47 2.52  0.088
H -2.76 6.86 2.47  0.378
H -3.09 9.51 1.83  0.288
H -2.25 9.58 3.39  0.397
H -3.70 8.84 3.43  0.344
C 3.12 0.82 0.99  0.152
C 4.51 1.11 1.61  0.392
O 5.51 1.49 0.99  -0.749
N 4.50 0.87 2.96  1.177
C 5.63 0.83 3.96  -1.233
H 2.31 0.71 1.71  -0.159
H 3.21 -0.11 0.43  -0.407
H 2.81 1.63 0.32  0.416
H 3.70 0.37 3.30  -0.284
H 5.16 0.83 4.94  0.308
H 6.10 1.81 3.96  0.363
H 6.23 -0.05 3.71  0.249
C 6.03 -4.28 -4.57  -1.201
C 4.65 -3.83 -4.21  0.688
O 3.84 -3.29 -4.99  -0.802
N 4.26 -4.29 -3.06  0.226
C 2.99 -4.03 -2.43  -0.054
H 6.48 -4.78 -3.72  0.288
H 6.58 -3.34 -4.63  0.284
H 5.99 -4.73 -5.56  0.340
H 4.84 -5.00 -2.62  0.146
H 2.62 -4.90 -1.90  0.444
H 2.18 -3.95 -3.15  -0.622
H 3.04 -3.18 -1.75  0.015
C 3.00 1.01 -3.77  -0.913
C 1.95 1.59 -4.69  0.535
O 0.76 1.54 -4.31  -0.502
N 2.35 2.14 -5.86  -0.061
C 1.39 2.93 -6.72  -0.819
H 2.52 0.55 -2.91  -0.373
H 3.60 1.79 -3.31  0.675
H 3.71 0.39 -4.31  0.507
H 3.29 1.96 -6.18  0.237
H 0.69 3.44 -6.06  0.139
H 0.74 2.19 -7.19  0.343
H 1.83 3.48 -7.55  0.349
C -1.71 0.51 6.76  -1.395
C -1.93 -0.49 5.62  0.820
O -2.11 -0.08 4.47  -0.414
N -2.05 -1.76 5.99  -0.065
C -2.51 -2.76 5.07  -0.648
H -2.01 1.52 6.48  0.147
H -0.79 0.35 7.32  0.225
H -2.35 0.25 7.60  0.511
H -1.83 -1.96 6.96  0.258
H -1.68 -3.42 4.81  0.139
H -3.02 -2.38 4.19  0.067
H -3.24 -3.41 5.56  0.464
C 5.40 -6.07 0.49  -1.286
C 4.26 -5.23 0.91  0.576
O 3.20 -5.76 1.24  -0.594
N 4.44 -3.91 0.75  0.612
C 3.70 -2.81 1.37  -0.870
H 6.31 -5.47 0.54  0.381
H 5.39 -6.49 -0.52  0.221
H 5.67 -6.81 1.24  0.391
H 5.27 -3.69 0.22  0.017
H 4.30 -1.91 1.27  0.325
H 3.64 -3.02 2.44  0.110
H 2.76 -2.55 0.89  0.103
C -6.08 -0.85 -2.31  -0.184
C -7.49 -0.48 -2.73  0.120
O -8.35 -0.27 -1.84  -0.739
N -7.56 -0.03 -3.98  0.167
C -8.77 0.46 -4.65  -1.092
H -5.71 -1.74 -2.81  0.297
H -6.23 -1.13 -1.27  0.298
H -5.50 0.07 -2.42  -0.020
H -6.82 -0.34 -4.59  0.247
H -8.63 0.97 -5.60  0.329
H -9.39 1.05 -3.97  0.345
H -9.39 -0.36 -5.00  0.364
C 0.07 -1.63 2.02  -0.095
C -0.06 -0.94 0.75  0.653
O 0.26 -1.50 -0.30  0.254
N -0.50 0.36 0.85  1.011
C -0.68 1.31 -0.29  -0.778
H -0.66 -1.25 2.73  -0.153
H 1.03 -1.44 2.50  -0.411
H 0.20 -2.71 1.97  -0.191
H -0.86 0.69 1.73  -0.419
H 0.08 2.09 -0.23  0.436
H -1.66 1.71 -0.05  0.003
H -0.66 0.83 -1.27  0.001
C -2.70 -1.34 -1.55  0.938
C -3.26 -1.84 -0.18  0.692
O -3.23 -2.95 0.15  -0.790
N -3.89 -0.86 0.41  1.145
C -4.33 -1.11 1.79  -0.907
H -3.34 -1.70 -2.36  -0.222
H -1.72 -1.76 -1.76  -0.702
H -2.76 -0.25 -1.53  -0.079
H -3.81 0.05 -0.02  -0.642
H -3.50 -1.42 2.43  -0.035
H -5.22 -1.74 1.83  0.401
H -4.52 -0.14 2.24  0.159
C -0.57 -7.04 1.94  -1.089
C -1.27 -5.65 1.89  0.702
O -2.19 -5.41 2.66  -0.692
N -0.85 -4.78 0.93  0.757
C 0.15 -4.89 -0.10  0.380
H -1.40 -7.72 2.12  0.440
H 0.16 -7.11 2.75  -0.042
H -0.31 -7.41 0.95  0.309
H -1.23 -3.85 1.03  -0.443
H -0.15 -4.57 -1.10  -0.478
H 0.37 -5.95 -0.19  0.301
H 1.06 -4.38 0.22  -0.171
C -2.62 3.04 3.02  -0.655
C -3.65 4.19 2.87  0.142
O -3.31 5.25 2.38  -0.759
N -4.87 4.06 3.37  0.040
C -5.39 3.04 4.22  -0.996
H -1.73 3.05 2.39  0.184
H -3.07 2.08 2.74  0.035
H -2.21 3.01 4.03  0.403
H -5.56 4.79 3.35  0.355
H -6.04 2.42 3.60  0.308
H -6.06 3.59 4.88  0.352
H -4.76 2.34 4.76  0.265
C -1.57 6.15 -2.44  -0.268
C -1.47 6.58 -3.93  0.529
O -0.60 7.28 -4.41  -0.772
N -2.39 6.28 -4.82  -0.117
C -3.67 5.65 -4.51  -0.830
H -1.35 5.08 -2.38  0.412
H -2.53 6.41 -1.99  -0.279
H -1.02 6.79 -1.76  0.344
H -2.20 6.70 -5.72  0.268
H -3.96 5.31 -3.52  0.116
H -3.94 4.80 -5.14  0.367
H -4.36 6.38 -4.95  0.372
C -5.89 2.96 -0.12  -0.674
C -5.04 2.65 -1.27  0.414
O -4.03 2.00 -1.05  -0.697
N -5.32 3.24 -2.46  0.028
C -4.99 2.74 -3.85  -0.817
H -5.19 3.39 0.59  -0.289
H -6.44 2.08 0.21  0.336
H -6.48 3.82 -0.42  0.427
H -5.98 4.00 -2.52  0.282
H -3.95 2.60 -4.16  0.292
H -5.51 3.49 -4.45  0.469
H -5.58 1.84 -4.02  0.066
C 2.10 -0.84 6.86  -1.321
C 2.12 0.02 5.59  0.423
O 2.40 -0.34 4.45  -0.543
N 1.63 1.33 5.73  0.151
C 1.52 2.41 4.80  -0.211
H 2.08 -0.30 7.81  0.502
H 2.93 -1.53 6.77  0.232
H 1.19 -1.42 7.00  0.155
H 1.58 1.56 6.71  0.254
H 1.35 3.40 5.24  0.446
H 0.67 2.36 4.11  -0.116
H 2.42 2.45 4.19  -0.261
C 4.37 5.35 0.86  -0.962
C 3.99 5.00 2.34  0.658
O 2.78 5.09 2.72  -0.604
N 4.99 4.67 3.19  -0.069
C 4.67 4.41 4.61  -0.768
H 3.62 5.98 0.37  0.044
H 4.67 4.51 0.24  0.355
H 5.33 5.88 0.85  0.422
H 5.98 4.76 3.05  0.255
H 3.83 4.87 5.13  0.271
H 5.63 4.62 5.09  0.365
H 4.55 3.33 4.63  0.040
C -1.93 -8.35 -4.13  -1.401
C -2.01 -7.06 -3.32  0.668
O -1.01 -6.79 -2.61  -0.613
N -3.05 -6.34 -3.61  -0.105
C -3.06 -4.98 -3.12  0.549
H -2.56 -9.03 -3.56  0.393
H -0.89 -8.63 -4.24  0.282
H -2.25 -8.24 -5.17  0.428
H -3.76 -6.70 -4.23  0.247
H -3.91 -5.00 -2.44  0.412
H -3.14 -4.40 -4.04  -0.400
H -2.09 -4.60 -2.82  -0.528
C -5.39 8.40 -3.07  -1.276
C -4.93 7.87 -1.71  0.758
O -3.96 8.45 -1.24  -0.668
N -5.45 6.85 -1.11  -0.002
C -4.82 6.21 0.04  -0.634
H -4.54 8.47 -3.75  0.231
H -5.78 9.35 -2.72  0.400
H -6.15 7.74 -3.49  0.335
H -6.07 6.34 -1.72  0.198
H -4.04 6.85 0.45  0.351
H -4.37 5.26 -0.26  -0.074
H -5.59 6.03 0.79  0.402
C 0.80 -1.72 -3.79  0.572
C 0.21 -2.83 -4.59  0.367
O -1.05 -2.93 -4.68  -0.753
N 1.04 -3.64 -5.26  0.188
C 0.51 -4.81 -5.86  -1.146
H 0.56 -1.82 -2.73  -0.367
H 0.32 -0.84 -4.20  -0.593
H 1.88 -1.58 -3.80  0.502
H 1.98 -3.57 -4.92  0.154
H 1.40 -5.42 -6.03  0.485
H 0.20 -4.61 -6.88  0.285
H -0.15 -5.39 -5.21  0.233
C 3.13 8.39 -2.59  -1.375
C 3.20 6.88 -2.52  0.780
O 4.22 6.31 -2.18  -0.656
N 2.07 6.29 -2.86  0.197
C 1.92 4.84 -3.10  -0.825
H 3.07 8.60 -3.66  0.398
H 4.08 8.89 -2.39  0.347
H 2.19 8.76 -2.18  0.320
H 1.28 6.84 -3.17  0.044
H 1.90 4.37 -2.11  0.251
H 2.56 4.41 -3.87  0.377
H 0.88 4.75 -3.42  0.086
C 5.97 -0.58 -1.95  -0.882
C 7.08 -1.58 -1.57  0.622
O 6.73 -2.53 -0.91  -0.681
N 8.30 -1.14 -1.87  -0.176
C 9.55 -1.91 -1.61  -0.911
H 6.12 0.42 -1.53  0.530
H 5.03 -0.90 -1.51  -0.262
H 5.95 -0.64 -3.04  0.490
H 8.33 -0.32 -2.47  0.225
H 9.36 -2.88 -1.15  0.309
H 10.27 -1.27 -1.11  0.263
H 9.78 -2.20 -2.64  0.376
C -4.80 -2.97 -6.25  -0.970
C -4.52 -1.59 -5.68  0.618
O -5.45 -0.75 -5.54  -0.843
N -3.20 -1.33 -5.38  0.415
C -2.72 0.07 -5.01  0.185
H -5.56 -3.24 -5.52  0.272
H -3.87 -3.52 -6.13  0.051
H -5.17 -3.15 -7.26  0.338
H -2.50 -2.06 -5.46  0.245
H -1.66 0.08 -4.76  -0.257
H -3.24 0.57 -4.20  -0.521
H -2.79 0.65 -5.93  0.513
C 4.79 -7.08 7.36  -1.007
C 4.94 -5.58 7.21  0.659
O 4.32 -4.84 7.96  -0.684
N 5.55 -5.11 6.15  -0.120
C 5.43 -3.74 5.69  -0.761
H 5.62 -7.47 7.94  0.355
H 4.76 -7.51 6.36  0.361
H 3.85 -7.35 7.83  0.188
H 6.08 -5.78 5.61  0.250
H 5.66 -2.91 6.36  0.277
H 4.40 -3.56 5.39  0.088
H 6.01 -3.63 4.77  0.390
C 0.24 -8.35 7.35  -1.131
C 0.92 -7.80 6.07  0.654
O 1.72 -8.55 5.56  -0.618
N 0.73 -6.52 5.74  0.033
C 1.61 -5.86 4.73  -0.542
H -0.80 -8.03 7.33  0.374
H 0.79 -8.04 8.25  0.258
H 0.17 -9.43 7.26  0.316
H 0.07 -5.96 6.25  0.189
H 2.59 -5.62 5.14  -0.013
H 1.12 -5.02 4.24  0.341
H 1.66 -6.39 3.78  0.190